{"formula": "C16H25N2OPd", "method": "the ωB97M-V functional and the def2-TZVPD basis", "spin_multiplicity": 5, "molar_mass_g_mol": 367.8, "s2": 6.024, "charge": 1, "gap_ev": [7.002, 6.384], "total_energy_ha": -936.8837, "elements": ["C", "C", "C", "C", "H", "H", "H", "H", "H", "H", "H", "H", "H", "C", "C", "C", "H", "C", "C", "H", "H", "H", "H", "C", "C", "C", "H", "C", "C", "H", "H", "H", "H", "Pd", "C", "N", "C", "N", "O", "H", "H", "H", "H", "H", "H"], "xyz": [[-0.87, -4.66, 0.60], [-1.83, -4.47, 1.71], [-1.39, -4.97, -0.76], [0.54, -5.00, 0.92], [-1.66, -6.03, -0.86], [-0.65, -4.76, -1.53], [-2.29, -4.39, -0.99], [-2.19, -5.43, 2.12], [-2.72, -3.92, 1.39], [-1.38, -3.93, 2.55], [0.66, -6.07, 1.15], [0.90, -4.46, 1.79], [1.21, -4.79, 0.08], [-1.80, 1.61, -0.60], [-1.96, 0.47, -1.43], [-2.32, -0.63, -0.62], [-1.83, 0.45, -2.50], [-2.40, -0.18, 0.72], [-2.07, 1.20, 0.72], [-2.06, 1.85, 1.59], [-1.55, 2.60, -0.93], [-2.53, -1.64, -0.96], [-2.67, -0.77, 1.57], [2.49, 0.02, -0.21], [1.97, 0.62, -1.38], [1.26, -0.38, -2.09], [2.12, 1.64, -1.70], [1.34, -1.59, -1.35], [2.11, -1.34, -0.19], [2.36, -2.05, 0.58], [3.10, 0.52, 0.53], [0.76, -0.25, -3.03], [0.92, -2.54, -1.63], [0.00, 0.00, 0.00], [3.30, 3.35, 0.64], [1.97, 3.74, 1.04], [0.80, 3.04, 0.90], [-0.32, 3.78, 1.17], [0.80, 1.84, 0.52], [3.32, 2.46, 0.04], [3.96, 3.27, 1.53], [3.71, 4.14, -0.03], [1.93, 4.70, 1.42], [-1.28, 3.52, 1.03], [-0.23, 4.76, 1.48]], "nbo_charge": [0.1015, -0.6713, -0.6691, -0.6718, 0.2227, 0.2054, 0.2068, 0.2209, 0.2071, 0.2132, 0.2221, 0.2121, 0.2049, -0.2795, -0.2497, -0.2500, 0.2450, -0.3070, -0.2175, 0.2296, 0.2391, 0.2541, 0.2554, -0.1459, -0.2419, -0.2581, 0.2424, -0.2189, -0.3334, 0.2577, 0.2386, 0.2458, 0.2532, 0.9466, -0.4140, -0.6066, 0.8241, -0.8242, -0.7614, 0.2137, 0.2161, 0.2166, 0.4014, 0.4169, 0.4072]}

=====

{"formula": "C16H25N3O", "method": "the ωB97M-V functional and the def2-TZVPD basis", "molar_mass_g_mol": 275.4, "de_lowest_kj_mol": 116.8, "smiles": "CCCCCCCC(=O)N/N=C(\\C)c1ccc(N)cc1", "charge": 0, "gap_ev": 8.560, "total_energy_ha": -864.1839, "elements": ["C", "C", "C", "C", "C", "C", "C", "C", "O", "N", "N", "C", "C", "C", "C", "C", "C", "N", "C", "C", "H", "H", "H", "H", "H", "H", "H", "H", "H", "H", "H", "H", "H", "H", "H", "H", "H", "H", "H", "H", "H", "H", "H", "H", "H"], "xyz": [[1.69, -4.50, -5.36], [2.94, -3.77, -4.90], [2.74, -2.26, -4.74], [1.73, -1.85, -3.68], [2.15, -2.22, -2.26], [1.13, -1.81, -1.20], [0.98, -0.30, -1.04], [0.12, 0.04, 0.17], [-0.39, -0.79, 0.89], [0.00, 1.38, 0.35], [-0.83, 2.03, 1.23], [-0.83, 1.76, 2.48], [0.12, 0.81, 3.15], [-1.81, 2.47, 3.30], [-2.37, 3.67, 2.84], [-3.30, 4.35, 3.59], [-3.71, 3.87, 4.83], [-4.68, 4.51, 5.55], [-3.16, 2.67, 5.29], [-2.23, 1.99, 4.54], [1.91, -5.55, -5.55], [0.91, -4.46, -4.60], [1.30, -4.05, -6.27], [3.73, -3.93, -5.64], [3.29, -4.20, -3.96], [3.71, -1.81, -4.50], [2.42, -1.85, -5.70], [0.76, -2.30, -3.89], [1.60, -0.77, -3.74], [2.30, -3.30, -2.19], [3.11, -1.74, -2.04], [0.16, -2.25, -1.43], [1.44, -2.22, -0.23], [0.51, 0.13, -1.93], [1.96, 0.16, -0.92], [0.22, 1.98, -0.44], [1.07, 0.81, 2.62], [-0.27, -0.21, 3.11], [0.28, 1.09, 4.19], [-2.06, 4.04, 1.88], [-3.72, 5.28, 3.22], [-4.76, 4.28, 6.53], [-4.86, 5.48, 5.32], [-3.48, 2.27, 6.24], [-1.84, 1.05, 4.91]], "nbo_charge": [-0.6089, -0.3949, -0.3870, -0.3992, -0.3940, -0.3848, -0.5028, 0.6631, -0.6176, -0.4661, -0.2885, 0.2937, -0.6954, -0.1625, -0.1277, -0.2796, 0.1968, -0.7972, -0.2996, -0.1095, 0.2100, 0.2001, 0.2003, 0.2004, 0.1940, 0.1973, 0.1969, 0.1963, 0.1962, 0.2022, 0.1910, 0.2078, 0.2188, 0.2183, 0.2186, 0.3902, 0.2271, 0.2663, 0.2190, 0.2295, 0.2051, 0.3828, 0.3828, 0.2045, 0.2062]}